{
  "formula": "C23H21HgN6O2",
  "method": "the ωB97M-V functional and the def2-TZVPD basis",
  "symbols": ["Hg", "O", "O", "N", "N", "N", "N", "N", "N", "C", "C", "C", "C", "C", "C", "C", "C", "C", "C", "C", "C", "C", "C", "C", "C", "C", "C", "C", "C", "C", "C", "C", "H", "H", "H", "H", "H", "H", "H", "H", "H", "H", "H", "H", "H", "H", "H", "H", "H", "H", "H", "H", "H"],
  "positions_angstrom": [[-2.697, 0.459, -0.852], [-0.424, -0.606, -0.417], [-2.341, -2.117, -3.549], [-1.721, 1.761, 1.922], [-1.772, 2.348, -0.303], [1.717, -1.339, -1.052], [-2.556, 0.820, 1.621], [2.932, -1.554, -0.344], [-3.556, -1.131, -1.734], [-1.284, 4.571, -0.987], [-3.644, -2.382, 3.027], [-2.846, -2.518, 4.225], [-1.827, 3.367, -1.211], [3.727, -1.847, 1.969], [-1.922, -0.342, 3.746], [2.483, 0.653, -2.369], [-1.447, 2.661, 0.952], [2.064, 1.537, -3.385], [-1.983, -1.504, 4.576], [2.619, -1.657, 0.998], [1.249, 1.047, -4.476], [1.688, -0.526, -2.219], [0.484, -0.125, -4.303], [-0.606, 4.849, 0.316], [1.269, -1.495, 1.118], [0.690, -1.104, -0.096], [4.090, -2.039, -1.124], [-2.656, -0.245, 2.551], [0.622, -0.841, -3.107], [-0.593, 3.838, 1.168], [-2.878, -1.595, -2.592], [-3.544, -1.329, 2.207], [2.433, 2.552, -3.404], [-0.271, -0.394, -4.928], [-2.932, -3.442, 4.835], [3.280, 0.928, -1.646], [-4.125, -1.211, 1.230], [3.841, -2.470, -2.079], [-0.051, 3.867, 2.092], [0.674, -1.667, 2.007], [-0.073, 5.763, 0.490], [-1.440, -1.523, 5.524], [4.726, -2.692, -0.518], [-1.263, 0.463, 4.110], [4.004, -2.928, 1.917], [3.205, -1.663, 2.973], [-4.293, -3.211, 2.532], [-1.245, 5.352, -1.705], [1.167, 1.641, -5.348], [4.715, -1.265, 1.861], [-0.087, -1.640, -2.846], [4.749, -1.182, -1.287], [-2.354, 3.107, -2.089]],
  "e_above_lowest_kcal_mol": 0.0,
  "homo_ev": [-6.317, -8.018],
  "fmax_ha_per_bohr": 0.0929,
  "energy_ev": -41398.098,
  "multiplicity": 2,
  "s2": 0.78,
  "total_charge": 0
}